C32H37BN8NdO4S as an isolated structure. Source: OMol25; level of theory: ωB97M-V with the def2-TZVPD basis set.

Geometry as XYZ:
```
84
Properties=species:S:1:pos:R:3
Nd 0.358 -0.099 -0.646
C -1.256 -2.961 -2.413
N -0.015 -2.188 -2.666
C -0.061 -1.770 -4.079
C -1.210 -0.818 -4.393
C -1.093 0.595 -3.783
N -1.493 0.741 -2.412
C -2.798 0.741 -2.209
C -3.404 0.919 -0.960
C -4.809 0.743 -0.821
C -5.430 0.829 0.405
C -4.642 1.042 1.548
C -3.274 1.255 1.464
C -2.606 1.208 0.211
O -1.306 1.310 0.196
C 1.189 -2.986 -2.396
C 1.434 -3.268 -0.895
C 2.716 -2.614 -0.406
N 2.574 -1.140 -0.269
C 3.728 -0.518 -0.199
C 3.987 0.895 -0.066
C 5.347 1.311 0.012
C 5.643 2.657 0.168
C 4.619 3.645 0.085
C 3.287 3.252 0.048
C 2.894 1.914 0.029
O 1.624 1.619 0.029
H -1.338 -3.824 -3.111
H -2.089 -2.330 -2.529
H -1.196 -3.346 -1.398
H -0.155 -2.680 -4.715
H 0.911 -1.300 -4.405
H -2.143 -1.267 -4.050
H -1.271 -0.730 -5.478
H -1.675 1.312 -4.402
H -0.082 0.931 -3.846
H -3.481 0.577 -3.074
H -5.393 0.529 -1.748
H -6.523 0.776 0.490
H -5.176 1.139 2.504
H -2.680 1.379 2.367
H 1.993 -2.370 -2.853
H 1.252 -3.963 -2.950
H 1.345 -4.339 -0.598
H 0.634 -2.902 -0.251
H 3.602 -2.792 -1.051
H 3.002 -3.018 0.566
H 4.654 -1.137 -0.254
H 6.176 0.639 0.033
H 6.663 2.987 0.319
H 4.943 4.704 0.077
H 2.481 3.968 0.043
N -2.287 4.015 5.409
C -1.593 3.002 4.784
C -0.530 3.296 3.898
C 0.261 2.296 3.374
C 0.150 0.986 3.883
C -0.932 0.648 4.732
C -1.817 1.655 5.125
S 1.050 -0.407 3.135
O 1.206 -1.498 4.065
O 2.276 0.189 2.624
N 0.159 -0.748 1.828
C -0.928 -1.531 1.953
N -1.475 -2.067 0.815
C -2.386 -3.047 1.005
C -2.812 -3.462 2.262
C -2.333 -2.707 3.339
N -1.452 -1.707 3.182
H -2.227 4.998 5.133
H -3.097 3.734 5.973
H -0.248 4.360 3.657
H 0.961 2.519 2.559
H -1.138 -0.393 5.039
H -2.722 1.470 5.715
H -2.835 -3.458 0.099
H -3.517 -4.294 2.416
H -2.707 -2.845 4.353
B 3.782 1.134 -4.659
C 2.681 0.631 -3.656
N 1.905 0.343 -2.810
H 4.406 2.011 -4.069
H 4.516 0.139 -4.798
H 3.223 1.480 -5.633
```

Calculated values
- E_HOMO (alpha / beta): -5.04 / -5.04 eV
- Energy relative to the best compared isomer or geometry (same formula, charge and spin): 0.000 eV
- Lowest unoccupied orbital energy (alpha / beta): 2.29 / 2.29 eV
- Orbital gap (alpha / beta): 7.3 / 7.3 eV
- Maximum force: 3.24 eV Å⁻¹
- Electronic energy: -80688.769 eV
- 2S+1: 4
- Charge: -1

=====

C32H37ClHoN2Si2 as an isolated structure. Source: OMol25; level of theory: ωB97M-V with the def2-TZVPD basis set.

Geometry as XYZ:
```
75
Properties=species:S:1:pos:R:3
C -1.746 -0.734 6.024
C -2.580 -0.105 5.041
C -2.653 -0.975 3.904
H -3.151 0.814 5.181
C -1.870 -2.139 4.181
C -1.303 -1.995 5.487
H -0.709 -2.743 6.018
H -1.589 -0.382 7.047
H -3.271 -0.823 3.021
H -1.780 -3.006 3.527
Ho -0.310 -0.259 4.117
Si 2.856 0.164 -4.513
C 1.904 1.655 -5.043
C 2.356 2.453 -6.107
H 3.277 2.183 -6.634
C 1.623 3.582 -6.495
H 1.973 4.195 -7.328
C 0.447 3.926 -5.817
H -0.115 4.815 -6.112
C -0.005 3.132 -4.757
H -0.930 3.384 -4.233
C 0.725 2.005 -4.362
H 0.376 1.392 -3.525
C 1.969 -1.371 -5.027
C 0.777 -1.330 -5.773
H 0.363 -0.369 -6.097
C 0.110 -2.517 -6.103
H -0.827 -2.470 -6.662
C 0.641 -3.755 -5.726
H 0.123 -4.678 -5.990
C 1.848 -3.803 -5.016
H 2.273 -4.767 -4.730
C 2.512 -2.622 -4.673
H 3.460 -2.660 -4.127
H 3.022 0.216 -3.047
Si -0.288 0.003 1.266
C -0.853 -1.604 0.534
C -1.944 -1.634 -0.350
H -2.416 -0.699 -0.660
C -2.437 -2.859 -0.819
H -3.296 -2.866 -1.494
C -1.839 -4.059 -0.422
H -2.224 -5.013 -0.792
C -0.750 -4.035 0.459
H -0.291 -4.969 0.790
C -0.249 -2.815 0.922
H 0.616 -2.809 1.591
C -1.298 1.396 0.592
C -2.500 1.721 1.255
H -2.771 1.225 2.193
C -3.367 2.669 0.709
H -4.310 2.887 1.212
C -3.031 3.328 -0.478
H -3.717 4.058 -0.910
C -1.809 3.058 -1.104
H -1.523 3.589 -2.014
C -0.934 2.105 -0.563
H 0.032 1.920 -1.039
H 4.170 0.178 -5.182
Cl 1.699 0.331 0.685
N 2.108 -0.375 4.077
C 2.594 -0.141 5.478
C 1.678 0.813 6.237
C 1.405 2.150 5.545
N 0.277 2.024 4.528
H 2.501 0.329 3.432
H 2.482 -1.253 3.706
H 2.624 -1.111 5.990
H 3.631 0.229 5.442
H 0.722 0.309 6.494
H 2.152 1.027 7.200
H 1.097 2.894 6.290
H 2.291 2.558 5.041
H -0.546 2.536 4.863
H 0.522 2.491 3.645
```

Calculated values
- E_HOMO (alpha / beta): -10.09 / -10.02 eV
- Lowest unoccupied orbital energy (alpha / beta): -2.98 / -2.88 eV
- Orbital gap (alpha / beta): 7.1 / 7.1 eV
- Maximum force: 3.45 eV Å⁻¹
- Electronic energy: -90837.274 eV
- 2S+1: 5
- Charge: +1

=====

C32H37ClN2PbSi2 as an isolated structure. Source: OMol25; level of theory: ωB97M-V with the def2-TZVPD basis set.

Geometry as XYZ:
```
75
Properties=species:S:1:pos:R:3
C -2.540 -1.215 5.710
C -3.232 -0.487 4.689
C -3.104 -1.217 3.470
H -3.760 0.462 4.823
C -2.262 -2.340 3.710
C -1.942 -2.360 5.099
H -1.339 -3.110 5.611
H -2.469 -0.934 6.766
H -3.564 -0.947 2.516
H -1.933 -3.062 2.960
Pb -1.894 0.063 0.147
Si -1.030 0.291 -2.150
C -0.857 1.569 -3.574
C 0.307 1.558 -4.343
H 1.039 0.755 -4.220
C 0.609 2.631 -5.191
H 1.560 2.633 -5.729
C -0.283 3.698 -5.311
H -0.032 4.544 -5.957
C -1.486 3.670 -4.594
H -2.194 4.495 -4.709
C -1.761 2.620 -3.701
H -2.661 2.633 -3.077
C -0.946 -1.253 -3.300
C -1.768 -0.998 -4.414
H -2.567 -0.258 -4.337
C -1.465 -1.534 -5.665
H -2.041 -1.224 -6.535
C -0.393 -2.424 -5.787
H -0.098 -2.793 -6.776
C 0.297 -2.840 -4.654
H 1.114 -3.570 -4.734
C -0.028 -2.312 -3.401
H 0.505 -2.715 -2.540
H -2.452 0.702 -1.663
Si 2.943 -0.609 -1.751
C 2.270 -1.713 -0.384
C 0.910 -2.067 -0.311
H 0.187 -1.675 -1.046
C 0.417 -2.974 0.626
H -0.632 -3.281 0.544
C 1.284 -3.498 1.591
H 0.894 -4.238 2.304
C 2.606 -3.036 1.637
H 3.264 -3.411 2.430
C 3.114 -2.211 0.638
H 4.166 -1.918 0.655
C 1.944 0.959 -1.843
C 0.548 1.031 -1.243
H 0.677 0.372 -0.360
C 0.040 2.383 -0.864
H -1.022 2.472 -0.558
C 0.782 3.513 -1.070
H 0.405 4.503 -0.735
C 1.986 3.418 -1.781
H 2.494 4.348 -2.038
C 2.542 2.184 -2.168
H 3.532 2.202 -2.650
H 4.267 -0.374 -1.477
Cl 0.605 0.979 1.610
N 0.414 -1.114 3.718
C 1.041 -0.690 4.925
C 0.402 0.524 5.613
C 0.225 1.777 4.730
N -0.968 1.784 3.939
H 0.234 -0.337 3.035
H 0.930 -1.871 3.284
H 0.971 -1.530 5.635
H 2.111 -0.493 4.746
H -0.574 0.188 5.992
H 1.049 0.795 6.465
H 0.254 2.632 5.432
H 1.058 1.882 4.024
H -1.807 1.992 4.456
H -0.890 2.372 3.114
```

Calculated values
- E_HOMO (alpha / beta): -12.33 / -12.27 eV
- Energy relative to the best compared isomer or geometry (same formula, charge and spin): 8.208 eV
- Lowest unoccupied orbital energy (alpha / beta): -9.23 / -9.23 eV
- Orbital gap (alpha / beta): 3.1 / 3.0 eV
- Maximum force: 7.67 eV Å⁻¹
- Electronic energy: -70264.802 eV
- Charge: +2